10
Properties=species:S:1:pos:R:3:forces:R:3:nbo_charge:R:1 method="wB97M-V/def2-TZVPD" gap_ev="6.4 / 8.0" spin_multiplicity=1 largest_force_ev_per_a=3.8 energy_ha=-967.3619 homo_ev="-7.94 / -8.27"
S -3.61212 0.68864 -0.41523 -2.7 1.0 -0.1 0.139
S 1.63977 -0.13099 -1.20155 -2.2 -0.1 0.6 0.887
O 0.13831 -0.19301 -1.54083 2.2 0.0 0.3 -0.785
N -2.15664 0.18323 -0.07897 1.3 0.8 2.1 -0.903
C 1.78032 -0.24646 0.64855 -2.1 3.1 -0.8 -0.804
H 0.77824 -0.10830 1.22805 1.8 0.5 -1.3 0.249
H 2.61047 0.44377 0.86772 -0.6 -0.1 0.4 0.235
H 2.04212 -1.19059 0.87369 1.2 -3.4 0.7 0.221
H -1.71489 -0.21546 -0.82834 1.6 -1.5 -1.8 0.395
H -1.50558 0.76918 0.44689 -0.5 -0.2 0.0 0.367



134
Properties=species:S:1:pos:R:3:forces:R:3:lowdin_charge:R:1 method="wB97M-V/def2-TZVPD" gap_ev=7.5 spin_multiplicity=1 smiles="C#Cc1nc2c(B(N)O)c(C#C)c([C@H](C)CCC)c(CCCCN)c2nc1C[C@H]1CO1.O=C1c2ccccc2C(=O)c2ccccc21.O=C1c2ccccc2C(=O)c2ccccc21.O=C1c2ccccc2C(=O)c2ccccc21" largest_force_ev_per_a=2.9 energy_ha=-3393.7782 homo_ev=-8.59
O -2.79334 -8.30010 -3.19209 0.0 0.0 0.0 0.106
O -3.56547 8.06278 4.93190 0.0 0.0 0.0 0.104
O 7.08308 -6.68289 -2.37259 -1.0 0.5 0.3 -0.079
O -3.25279 2.28278 2.49777 0.0 0.1 0.0 0.094
O -7.38886 4.62784 0.06458 0.0 0.0 0.0 0.108
O 1.08207 -6.01651 -0.31622 0.1 0.0 0.2 0.099
O 0.40728 0.12323 -4.66539 0.6 0.4 0.7 0.144
O -2.73709 10.65678 0.33563 0.0 0.0 0.1 0.106
N 4.40793 -3.66140 -2.25195 -0.2 0.6 -1.0 0.188
N 3.56172 -1.93780 -4.44628 0.7 -1.5 1.7 0.207
N 6.72199 -4.84177 2.96107 -0.7 0.2 0.4 -0.015
N 2.75160 1.04193 -4.75296 -1.0 -0.2 0.4 0.136
C -1.98750 -9.61943 -0.86105 0.0 -0.2 0.1 -0.001
C -0.14644 -1.14100 0.78431 0.5 -0.3 0.0 -0.040
C -1.93133 -7.76907 -2.52191 -0.3 -0.2 -0.3 -0.277
C -2.26799 7.90118 0.35234 0.1 -0.1 -0.1 0.001
C -4.10302 12.20741 4.87646 0.0 0.0 -0.1 -0.057
C 5.91166 -4.88754 -3.75293 0.6 -0.2 2.9 -0.053
C 1.85823 0.49101 1.23887 1.0 -1.3 0.5 -0.144
C -3.44475 12.19158 2.56199 0.0 0.2 0.0 -0.001
C -5.39156 3.40910 -0.17373 0.1 -0.1 0.0 -0.080
C -2.21311 5.86986 1.64091 0.0 0.0 -0.1 -0.052
C -4.51705 2.72786 -2.30662 0.0 0.0 0.1 -0.052
C -0.36532 -3.95740 -3.63420 0.0 0.0 0.0 -0.040
C 3.20727 0.39837 2.06277 0.2 1.4 -0.9 -0.210
C -2.63863 6.56195 2.76296 0.0 -0.2 0.0 0.005
C 4.87735 -3.78978 -3.47368 0.0 0.0 -0.2 -0.177
C -6.27879 4.19696 2.09298 0.1 0.0 0.1 -0.082
C 3.10793 -1.82911 -3.15333 -1.1 1.5 0.4 -0.152
C -3.54447 10.12872 3.80764 0.0 0.1 -0.1 -0.083
C -1.51884 -10.23931 0.28626 0.1 0.1 0.0 -0.057
C -6.43511 4.11806 0.61592 -0.3 0.2 -0.2 -0.276
C -4.17979 2.84109 1.94303 0.3 -0.2 0.2 -0.296
C -3.95583 10.83114 4.93462 0.0 0.1 0.1 -0.002
C 4.44874 -2.90872 -4.53732 0.4 -0.3 -2.0 -0.211
C 1.62462 -0.50424 -1.69545 0.4 -1.2 -0.6 -0.119
C -7.08225 4.97563 4.22040 0.1 -0.1 0.0 -0.051
C 2.15135 -0.77433 -2.95255 -0.7 -0.1 0.0 -0.002
C 0.17993 -6.52886 -0.94661 0.3 0.3 0.1 -0.274
C 1.42508 -0.96392 0.79527 -0.8 0.5 0.0 -0.283
C -5.09119 3.62883 4.11514 0.0 0.1 0.2 -0.004
C 2.96510 -2.38855 -0.72971 -0.6 0.8 -0.2 -0.052
C 5.31590 -4.34226 2.98729 0.0 -0.7 -1.2 -0.262
C -6.02593 4.33159 4.85758 0.0 0.0 -0.1 -0.051
C -0.48228 -9.66572 1.01672 0.0 0.0 -0.1 -0.057
C 0.05895 1.59768 -1.32030 0.0 0.3 -0.2 0.141
C -3.35046 8.65653 3.89445 -0.1 -0.2 0.4 -0.277
C -5.50320 3.35092 -1.55824 0.1 0.0 -0.2 0.002
C -1.83773 -5.81576 -4.05943 0.0 0.2 -0.1 0.000
C -3.30188 10.80987 2.61307 0.0 -0.1 0.2 -0.083
C 4.50612 -5.04530 1.85341 0.4 0.2 -0.5 -0.195
C -1.36168 -6.45356 -2.91905 0.1 0.1 0.0 -0.084
C 4.44719 -4.20100 0.53903 -0.8 -1.1 0.0 -0.218
C -2.03495 6.53775 0.43302 0.0 0.0 0.1 -0.051
C 5.06743 -3.12098 -5.86611 0.0 0.4 0.8 -0.059
C -2.68185 8.60254 1.47934 0.0 -0.1 0.1 -0.082
C 5.73913 -3.18447 -6.86306 0.5 -0.4 0.3 0.125
C 0.12404 -4.59674 -2.50670 0.0 0.1 -0.1 0.011
C -4.29711 2.81972 0.46143 -0.1 0.1 -0.1 -0.087
C -0.36771 -5.84864 -2.14876 -0.1 0.0 -0.1 -0.079
C -7.21109 4.90476 2.84251 -0.1 0.1 0.2 0.002
C -0.40140 -7.83317 -0.53551 -0.1 -0.1 0.0 -0.082
C 3.51129 -2.64070 -2.05901 -0.2 0.0 0.5 -0.109
C -3.83867 12.88904 3.69230 0.0 -0.1 0.0 -0.057
C -2.87971 7.92850 2.68618 0.0 0.1 -0.1 -0.080
C 3.26912 -3.21175 0.53144 0.4 0.2 0.3 -0.134
C -3.30681 2.20199 -0.29338 0.1 -0.1 -0.2 -0.011
C 6.34914 -5.46416 -2.33680 -1.9 -1.5 -0.5 -0.288
C 2.05118 -1.33175 -0.56504 -0.1 0.2 0.1 -0.066
C 0.07510 -8.46538 0.60717 0.0 -0.1 0.2 -0.002
C 5.66391 -6.78481 -1.94346 2.1 1.8 -0.8 -0.057
C -1.42824 -8.41774 -1.27951 0.1 0.1 0.1 -0.081
C -5.20852 3.56673 2.73113 -0.1 0.1 -0.1 -0.090
C 0.65555 0.58793 -1.59495 0.9 -0.1 0.8 -0.079
C -1.34020 -4.57184 -4.41574 0.0 0.0 0.1 -0.049
C 4.37811 1.14271 1.31995 0.1 -0.1 0.2 -0.108
C -3.41326 2.16136 -1.67528 -0.1 0.0 0.0 -0.059
C -2.89570 10.07135 1.38751 0.1 0.2 -0.4 -0.277
B 1.70352 0.14137 -4.18722 0.8 -0.3 -0.1 -0.551
H -3.24456 12.72240 1.64038 0.0 -0.1 0.0 0.121
H -0.11267 -10.15525 1.90911 0.0 0.0 0.0 0.107
H 5.01795 1.68942 2.03865 -0.2 -0.4 -0.3 0.064
H 4.01220 1.89599 0.60204 0.0 -0.3 0.3 0.064
H 4.27275 -4.94174 -0.26012 0.3 0.5 0.2 0.078
H 1.05842 0.91221 1.87070 0.3 0.0 -0.4 0.107
H 7.35436 -4.09164 2.70565 0.0 -0.2 0.3 0.056
H -3.94257 13.96611 3.65223 0.0 0.0 0.0 0.107
H 0.26003 0.97217 -5.10722 -0.1 -0.4 -0.3 0.104
H -1.71550 -4.07502 -5.30168 0.0 0.0 0.0 0.109
H -8.03516 5.40421 2.34979 0.1 -0.1 -0.1 0.121
H 2.37204 1.98878 -4.68214 0.4 0.0 -0.4 0.067
H 4.82790 -4.56812 3.94760 0.4 0.4 -0.2 0.104
H 3.45230 -2.49187 1.35345 -0.1 -0.3 -0.4 0.087
H -7.80658 5.53224 4.80168 0.0 0.0 0.0 0.108
H 3.53418 -0.64098 2.20476 -0.3 0.4 0.4 0.076
H -0.55065 -1.19171 -0.23961 0.0 0.3 0.5 0.069
H -6.35778 3.79607 -2.05098 0.0 0.0 0.1 0.122
H 5.41283 -3.69675 0.33833 -0.4 -0.2 0.1 0.115
H -2.63702 1.68530 -2.26241 0.0 0.0 0.0 0.096
H 0.87810 -8.01787 1.17857 0.0 0.1 -0.1 0.119
H -5.93078 4.38272 5.93485 0.0 0.0 0.0 0.109
H -1.95947 -11.17290 0.61304 0.0 0.0 0.0 0.107
H -2.79143 -10.06916 -1.42912 0.0 0.1 -0.1 0.121
H 0.01346 -2.97924 -3.90730 0.0 0.0 0.0 0.103
H 5.05402 -7.25311 -2.72341 0.0 0.0 0.6 0.108
H 0.88638 -4.11961 -1.90207 0.0 -0.1 0.1 0.108
H -4.41941 12.75337 5.75647 0.0 0.0 0.0 0.107
H -2.12476 8.42087 -0.58609 0.0 0.1 0.1 0.121
H 2.33935 -3.73992 0.82888 0.5 0.1 -0.3 0.124
H -2.78013 6.03824 3.69992 -0.1 0.1 0.0 0.120
H -2.45013 1.75459 0.19562 -0.1 0.0 0.1 0.104
H -4.60374 2.68723 -3.38527 0.0 0.0 0.0 0.108
H 5.55492 -7.00697 -0.87988 -0.2 -0.1 -0.5 0.098
H 1.75966 -1.60779 1.61702 0.0 0.1 -0.5 0.104
H 5.49445 -5.75035 -4.28997 0.3 0.5 -0.3 0.126
H 6.54763 -4.73426 -1.52756 0.2 -0.6 -0.6 0.132
H -1.71015 5.99299 -0.44516 0.0 0.0 0.0 0.106
H -0.58897 -0.32379 1.37592 -0.1 -0.3 -0.5 0.069
H -4.15667 10.30309 5.85764 0.1 -0.1 -0.1 0.120
H 5.01134 0.43853 0.74671 -0.3 0.3 0.3 0.067
H 5.03401 -5.97669 1.56968 -0.1 0.4 0.5 0.094
H -2.59934 -6.28875 -4.66560 0.0 -0.1 0.1 0.120
H 2.89805 0.78893 -5.72881 0.1 0.4 0.1 0.071
H 6.94433 -5.17391 3.89353 0.4 0.1 -0.2 0.055
H 5.33847 -3.26406 2.74295 -0.3 -0.3 0.6 0.099
H -2.02188 4.80488 1.70541 0.0 0.0 0.0 0.102
H 3.07333 0.94252 3.01336 0.0 -0.7 -0.1 0.098
H 6.85359 -4.49893 -4.16781 -0.6 0.0 -0.5 0.126
H 2.09075 1.13438 0.38192 -0.6 -0.1 0.3 0.079
H 6.52139 -3.35787 -7.58629 -0.7 0.2 0.1 0.042
H -0.39183 2.54126 -1.05435 0.1 -0.6 -0.2 0.054
H -0.43627 -2.09091 1.27208 0.2 0.4 -0.2 0.076
H -4.26740 3.13244 4.61163 0.0 0.0 -0.1 0.122
H 3.49166 -5.36966 2.15804 0.3 0.4 -0.1 0.106